Computed, not measured: a molecular structure, C44H56FeN7P2S2 in a non-equilibrium geometry, with wB97M-V/def2-TZVPD.

The geometry in XYZ format:
```
112
Properties=species:S:1:pos:R:3:forces:R:3
Fe -0.69821 1.28913 0.31563 -0.742 -0.083 -0.905
S 6.21403 -3.44857 -0.79362 0.191 0.031 0.374
S -2.82626 1.33698 -1.06739 0.356 -0.576 0.573
P 0.21496 -1.27434 0.53887 -0.575 -1.219 0.116
P 0.97114 -0.57561 -2.07931 -0.299 -1.296 -0.390
N -1.26383 3.11268 -2.31406 2.431 0.292 1.222
N 1.42052 -1.52965 -0.63048 0.256 0.750 0.313
N -3.29722 2.99257 -3.16087 0.136 -0.376 0.197
N 1.33274 2.24952 0.79293 -1.766 -2.580 1.135
N -3.08004 2.48198 3.73687 -0.083 -0.415 -0.415
N -0.47877 2.78301 -1.22367 1.732 0.655 0.422
N -1.56388 1.86681 2.03649 -0.555 -0.241 0.360
C -2.20460 -2.79508 -4.59195 0.303 0.151 0.084
C -0.88072 -5.14815 -0.15202 -0.401 0.348 -0.015
C 3.92409 -2.38921 -4.43220 -0.269 0.155 -0.564
C 1.04521 4.42687 -2.11392 0.685 0.584 -0.405
C -2.67116 1.66239 2.76159 0.339 0.311 0.133
C -0.02407 -2.34132 4.46456 0.577 0.023 -0.164
C -4.09316 2.05441 4.74660 -0.130 0.694 -0.167
C 1.57749 3.24034 -0.00522 -0.316 0.639 -1.110
C -4.72319 2.76200 -3.27916 -0.331 -0.844 0.436
C 3.58556 3.77367 1.16371 -0.314 -1.464 1.370
C -0.26621 -2.13208 3.10976 0.430 0.085 -0.080
C -2.91666 -3.86059 -0.37519 0.480 -0.653 0.008
C -2.17852 -1.41722 -4.45067 -0.243 0.360 -0.016
C -2.72698 4.79944 2.77371 0.400 -0.047 0.063
C 0.77946 -1.71370 2.25102 -0.180 0.338 0.328
C 2.28765 -1.72944 4.17252 -0.797 -0.064 -0.936
C 5.16085 -1.98370 -0.60362 0.193 -0.387 0.767
C -3.48361 1.29552 5.89904 0.499 0.490 0.350
C 6.56854 -3.86269 0.95089 0.624 -0.520 -0.742
C 3.27030 2.72903 2.04977 0.436 0.140 -0.341
C -0.84797 -2.76605 0.19018 -0.109 1.069 0.154
C 3.46669 -0.14989 -5.17773 0.211 -0.971 -0.133
C 1.25912 -2.14542 4.99680 -0.319 0.177 -0.312
C -1.26111 -0.80125 -3.60035 0.003 -0.327 0.129
C 3.75624 -2.34990 -0.14279 0.068 0.024 -0.310
C -2.20453 -2.70830 -0.07851 -0.014 0.456 -0.099
C -2.24811 -5.08544 -0.44920 0.087 -0.501 0.586
C 2.82662 -1.15558 -0.27707 -0.148 0.011 -0.134
C -0.30301 -2.95948 -3.11912 -0.508 0.108 0.334
C 2.70901 4.00033 0.15304 0.750 1.291 -0.621
C -3.51963 0.48459 2.46525 -0.175 -0.425 -0.857
C -2.48726 3.80756 3.91532 0.477 0.293 -0.130
C 2.15193 1.94480 1.79920 0.830 0.830 0.549
C 2.04975 -1.51401 2.81021 0.102 0.133 -0.233
C -0.34501 -1.58096 -2.89245 0.166 0.588 -0.238
C 4.11576 -1.36252 -5.35843 0.281 0.380 0.270
C 0.63833 3.46148 -1.11538 -1.238 -0.942 -0.351
C -2.40058 2.53085 -2.26704 -2.158 -0.164 0.074
C 2.99830 -2.27066 -3.42408 -1.146 0.482 1.149
C 2.30166 -1.04287 -3.24412 0.702 0.016 -0.483
C -0.20951 -3.98614 0.18806 0.699 -0.511 0.001
C -5.55434 3.09387 -2.04415 -0.201 -0.234 -0.297
C -1.24128 -3.56266 -3.93792 -0.092 0.323 -0.039
C 2.58206 -0.00462 -4.13382 -0.291 0.191 0.529
H 2.78026 -3.12036 -2.75338 0.249 0.536 -0.481
H 3.78937 -2.69476 0.87862 -0.089 -0.305 0.416
H 2.12362 4.36058 -2.22382 0.039 0.212 -0.261
H 3.63985 0.65349 -5.85198 0.097 0.531 -0.438
H 2.87344 -0.52240 0.61512 -0.078 0.084 -0.371
H 4.81291 -1.46206 -6.18480 -0.071 -0.176 0.156
H 3.41553 -3.17981 -0.76556 -0.145 0.120 0.152
H -5.40206 4.10795 -1.70657 0.211 0.304 0.180
H -3.60769 -0.20563 3.29746 0.001 0.009 0.178
H 2.88290 -1.19034 2.17973 -0.379 -0.222 0.555
H 2.98446 4.81564 -0.48194 -0.360 0.213 -0.531
H -4.86399 1.45689 4.28585 -0.179 -0.058 -0.321
H -4.58123 2.97298 5.09615 0.126 -0.242 -0.117
H -5.39422 2.38502 -1.22572 0.003 0.226 -0.156
H -3.11201 -0.07154 1.61392 -0.014 0.113 0.202
H 3.92713 2.52259 2.88110 -0.052 -0.197 0.080
H -2.22628 5.73922 3.02908 -0.136 -0.109 0.097
H 4.48832 4.34486 1.26472 0.161 0.223 0.125
H -2.93266 4.23800 4.80040 0.087 -0.090 0.364
H 5.08870 -1.56791 -1.59547 0.171 0.327 -0.388
H -1.23631 0.28231 -3.47967 -0.123 -0.219 -0.118
H 4.44260 -3.31490 -4.54532 0.323 -0.471 -0.088
H 5.68954 -4.18507 1.47821 -0.410 -0.116 0.220
H -4.51985 0.83265 2.18005 0.132 -0.148 0.107
H -0.80976 -2.69277 5.11287 -0.190 -0.014 0.022
H 0.38720 -3.58367 -2.58522 0.398 -0.110 0.094
H 7.02509 -3.01533 1.43800 0.139 0.257 0.199
H -1.40906 3.70458 4.09745 -0.122 0.040 0.138
H 0.83998 -4.04187 0.45272 0.064 -0.018 -0.073
H -4.21806 1.09961 6.68627 0.129 0.021 -0.205
H -3.79041 5.01512 2.66097 0.111 -0.151 -0.250
H 2.09214 0.95449 -4.00957 -0.082 0.037 0.065
H -2.88193 -0.80159 -5.00307 0.016 -0.087 0.068
H -4.89737 1.70976 -3.52345 0.028 0.025 -0.106
H -2.94799 -3.26826 -5.22075 0.065 0.029 -0.027
H -1.25371 -2.32663 2.69512 0.133 0.040 0.149
H 0.57170 4.24752 -3.05714 -0.289 0.087 -0.366
H -1.04413 2.64301 2.40314 0.328 0.497 0.165
H -1.21729 -4.62620 -4.09031 0.003 -0.285 0.048
H 1.95582 1.10144 2.45095 -0.411 -0.024 -0.201
H -2.78438 -6.03963 -0.59696 0.193 0.788 -0.187
H -3.05422 0.37257 5.55691 0.038 -0.680 -0.138
H -6.59321 3.02746 -2.36230 -0.154 -0.090 0.173
H -2.64086 1.85020 6.32384 -0.232 0.095 0.139
H -2.91296 3.72575 -3.72017 0.161 0.357 -0.265
H 5.62511 -1.25447 0.08725 -0.059 -0.226 -0.422
H 0.79789 5.41451 -1.73667 -0.021 0.421 -0.218
H -5.08638 3.34155 -4.12318 0.204 0.075 -0.062
H -2.68076 -1.73673 -0.07796 -0.268 0.021 -0.061
H 7.30025 -4.70153 0.94989 -0.523 0.606 -0.095
H 1.47094 -2.28586 6.04493 -0.189 -0.145 0.137
H -3.97790 -3.83805 -0.51971 -0.349 0.154 -0.172
H -0.32960 -6.07891 -0.14871 -0.176 -0.089 -0.046
H 3.26723 -1.56391 4.54960 0.640 0.039 0.331
H -2.25659 4.46970 1.84104 -0.453 -0.011 -0.012
H 3.18230 -0.55196 -1.10844 0.255 0.215 0.079
```
Forces are in eV/Å.

Summary:
**Calculated total energy**: -131590.2522 eV
**Charge**: +2
**ΔE to the lowest compared entry with this formula, charge and spin**: 0.000 eV
**Multiplicity**: 6
**HOMO energy (spin up / spin down)**: -12.05 / -12.05 eV
**LUMO level (spin up / spin down)**: -5.57 / -7.12 eV